#P
9
Properties=species:S:1:pos:R:3 method="wB97M-V/def2-TZVPD" total_charge=-1 e_homo_ev="-2.7 / -4.3" homo_lumo_gap_ev="5.92 / 7.81" e_lumo_ev="3.2741 / 3.5046"
C 0.4102 0.0744 1.4886
O -1.9334 -0.7562 0.6086
O -0.2668 -2.4595 1.2081
O -0.6989 -0.1078 -2.4367
O 0.3891 -0.8165 -1.9011
S -0.5297 -1.1094 0.7414
H 1.4500 -0.2225 1.4982
H 0.2605 1.0324 1.0098
H -1.4261 -0.7378 -2.3593

#Q
9
Properties=species:S:1:pos:R:3 method="wB97M-V/def2-TZVPD" smiles="C=[S@](=O)([O-])OO" total_charge=-1 e_homo_ev=-4.3 homo_lumo_gap_ev=8.33 e_lumo_ev=4.0453
C -1.1616 0.5513 -0.0005
O 0.8921 2.0915 0.4937
O 0.8496 0.5190 -1.4026
O 2.8945 -0.4559 -0.0823
O 1.7800 -0.4428 0.8113
S 0.4876 0.8035 -0.0398
H -1.1529 -0.3988 -0.5741
H -1.6871 0.4705 0.9421
H 2.3234 -0.0083 -0.9115

#R
9
Properties=species:S:1:pos:R:3 method="wB97M-V/def2-TZVPD" total_charge=-1 e_homo_ev=-2.7 homo_lumo_gap_ev=6.26 e_lumo_ev=3.5756
C 3.1245 0.7336 0.3295
O -1.2454 1.5236 1.3075
O -1.2734 0.3833 -0.9453
O 3.7091 -0.2065 0.0612
O 2.6097 1.7395 0.4895
S -1.3625 1.8500 -0.2390
H 0.7012 -0.4985 0.8480
H -0.6644 -0.1176 -0.3680
H -0.2812 1.2508 1.4391

Most stable structure, least stable structure: #R, #P.

#P
20
Properties=species:S:1:pos:R:3 method="wB97M-V/def2-TZVPD" smiles=CCC.CCO total_charge=0 e_homo_ev=-10.3 homo_lumo_gap_ev=11.19 e_lumo_ev=0.9298
C 1.3760 0.5832 -1.1411
C 2.6855 0.8948 -1.8206
O 1.5732 -0.5744 -0.2517
H 1.0661 1.3732 -0.4683
H 0.7004 0.2188 -1.9228
H 3.2773 1.4300 -1.0642
H 1.1700 -1.2870 -0.7453
H 2.5460 1.4813 -2.7293
H 3.3253 0.0657 -2.1209
C -1.7091 -0.7536 1.2267
C -1.4126 0.4008 2.1642
C -2.5359 -0.5943 -0.0666
H -2.1122 -1.5842 1.8148
H -0.7500 -1.1247 0.8415
H -0.4588 0.9285 2.1826
H -2.2330 1.0987 2.3327
H -2.2352 0.0769 -0.8854
H -1.2498 -0.0771 3.1491
H -3.5131 -0.1122 -0.0085
H -2.5285 -1.6125 -0.4608

#Q
20
Properties=species:S:1:pos:R:3 method="wB97M-V/def2-TZVPD" smiles=CCC(C)C.O total_charge=0 e_homo_ev=-10.7 homo_lumo_gap_ev=11.41 e_lumo_ev=0.7164
C 1.5907 1.0490 -0.7088
C 0.6985 0.0004 -1.4499
C -0.2734 -0.8369 -0.6398
C -0.5799 -2.1978 -1.3980
C -1.6686 -0.3744 -0.0810
H 0.9712 1.8820 -0.4089
H 2.0717 0.6681 0.1930
H 2.3838 1.4914 -1.3407
H 0.1377 0.3965 -2.2942
H 1.4666 -0.6306 -1.9194
H 0.2560 -1.1264 0.2978
H -0.1662 -2.1695 -2.4103
H -1.6719 -2.3493 -1.4254
H -0.1978 -3.0857 -0.9105
H -2.1278 -1.3012 0.2779
H -2.3021 0.1513 -0.7874
H -1.5345 0.1521 0.8799
H 0.1557 2.9355 5.4118
H 0.0475 2.6675 4.0254
O 0.7429 2.6781 4.6885

Most stable structure, least stable structure: #Q, #P.